[1]
17
Properties=species:S:1:pos:R:3:mulliken_charge:R:1 method="wB97M-V/def2-TZVPD" max_force_ev_per_a=1.0 e_tot_ha=-346.91210 orbital_gap_ev=10.69 e_homo_ev=-9.8 relative_energy_ev=3.084 e_lumo_ev=0.86 multiplicity=1 smiles="C=CC1COC1.O"
C -1.79984 -0.73399 0.79017 -0.7610
C -1.28157 -0.18525 -0.30718 -0.4995
C 0.03362 -0.50295 -0.97401 0.3459
C 0.80387 0.69060 -1.58616 -0.5799
O 2.00901 0.32256 -0.91502 -0.4081
C 1.34209 -0.68964 -0.15743 -0.1771
H -2.66520 -0.28282 1.27201 0.2597
H -1.30678 -1.53331 1.34022 0.3136
H -1.77791 0.70478 -0.69834 0.3275
H -0.05995 -1.30882 -1.71346 0.3527
H 0.47069 1.69602 -1.27981 0.2858
H 0.92415 0.67582 -2.67461 0.2752
H 1.84157 -1.65841 -0.26704 0.2610
H 1.31017 -0.41866 0.90631 -0.0021
O 0.42763 1.36114 2.55587 -0.6353
H 0.46456 0.38340 2.58453 0.3152
H -0.07481 1.61880 1.78100 0.3264


[2]
132
Properties=species:S:1:pos:R:3:mulliken_spin:R:1 method="wB97M-V/def2-TZVPD" max_force_ev_per_a=3.5 e_tot_ha=-5913.91062 orbital_gap_ev="4.20 / 7.83" e_homo_ev="-4.6 / -8.3" e_lumo_ev="-0.41 / -0.43" multiplicity=4
Pt -24.41870 -19.99467 12.48949 3.8810
C -22.41735 -19.93162 9.92486 0.1046
O -22.59534 -18.64932 10.54706 -0.0205
O -23.52243 -20.63557 10.37912 -0.2829
C -22.19217 -19.85303 8.34666 -0.0058
F -20.98270 -19.36119 8.24797 -0.0008
F -22.14946 -21.03228 7.74310 -0.0005
F -23.08728 -19.10470 7.71184 -0.0006
C -21.46919 -17.72368 10.69495 -0.0118
C -22.10258 -16.51197 11.28733 -0.0107
H -22.68442 -16.74673 12.17866 0.0083
H -21.43040 -15.72030 11.61831 0.0013
H -22.71672 -16.15586 10.46022 0.0053
H -21.02529 -17.38975 9.75711 -0.0023
H -20.79526 -18.20411 11.40424 0.0077
H -21.43264 -20.22183 10.29122 -0.0172
C -23.19006 -12.66998 11.63922 0.0002
S -24.30019 -11.44712 12.47512 -0.0001
O -25.43078 -12.09690 13.14614 0.0002
C -23.16947 -11.02434 13.79346 0.0000
H -22.25277 -12.16161 11.41309 0.0002
H -23.57472 -13.15144 10.74015 -0.0007
H -22.87891 -13.44787 12.33647 0.0004
H -22.65210 -11.85488 14.27370 0.0000
H -23.70644 -10.41925 14.52396 0.0000
H -22.50919 -10.29911 13.31787 0.0000
C -25.52125 -21.47090 7.38147 -0.0055
S -26.88110 -22.75158 7.46591 0.0015
O -27.83669 -22.42628 6.34435 0.0001
C -25.94638 -24.16185 6.83477 0.0001
H -25.24318 -21.37703 6.33173 -0.0001
H -24.63667 -21.83401 7.90470 -0.0008
H -25.77368 -20.44576 7.65253 0.0027
H -26.49673 -25.03323 6.47992 0.0000
H -25.24019 -24.41460 7.62566 -0.0001
H -25.35044 -23.70289 6.04591 0.0000
C -21.10429 -15.34293 15.99868 0.0007
S -20.66223 -14.53369 14.40508 0.0009
O -19.81384 -13.34583 14.80625 0.0000
C -19.42833 -15.78286 13.90310 -0.0005
H -20.39972 -15.44440 16.82414 0.0000
H -21.50728 -16.25030 15.54883 -0.0021
H -22.02263 -14.87932 16.35901 0.0000
H -19.83392 -16.73124 13.55070 0.0006
H -18.53791 -15.92041 14.51656 -0.0001
H -19.02349 -15.33612 12.99501 0.0000
C -25.34427 -15.76481 13.61187 0.0006
S -25.57831 -16.60106 11.92713 0.0742
O -25.13012 -18.05297 11.94500 -0.2089
C -27.37543 -16.66669 11.95054 0.0024
H -26.20533 -15.19071 13.95406 0.0002
H -24.43097 -15.17030 13.63487 0.0026
H -25.12673 -16.46304 14.42011 0.0091
H -27.74738 -16.85735 12.95721 0.0037
H -27.63068 -17.55141 11.36726 0.0058
H -27.77811 -15.68567 11.69842 0.0018
C -16.42647 -17.22187 10.46099 0.0000
S -18.11495 -17.93735 10.04052 0.0007
O -18.82508 -16.90241 9.22437 -0.0003
C -17.67892 -19.23283 8.86683 -0.0007
H -15.88759 -16.89207 9.57277 0.0000
H -15.76898 -17.82395 11.08813 0.0000
H -16.62060 -16.31567 11.03475 0.0000
H -16.75252 -19.62367 9.28769 0.0000
H -17.51860 -19.00986 7.81199 0.0000
H -18.52033 -19.92492 8.83287 0.0005
C -22.84583 -24.08607 11.77031 -0.0159
S -22.35640 -22.86112 13.05441 0.0640
O -23.63829 -21.99403 13.08963 -0.1576
C -22.36539 -24.13745 14.37641 0.0112
H -23.77158 -24.58047 12.06466 0.0038
H -22.02500 -24.69142 11.38574 0.0022
H -23.06357 -23.41647 10.93824 0.0082
H -22.29567 -23.69377 15.36958 -0.0013
H -21.57334 -24.86729 14.20881 0.0062
H -23.31134 -24.67707 14.42189 0.0024
C -23.04805 -17.59453 4.41446 -0.0001
S -22.35634 -15.92381 4.26676 0.0000
O -22.78046 -15.39347 2.87322 0.0000
C -23.54306 -15.20778 5.41794 0.0001
H -22.33660 -18.36983 4.13011 0.0000
H -23.87359 -17.74330 3.71843 0.0000
H -23.43556 -17.72681 5.42462 0.0001
H -23.38611 -15.63419 6.40871 -0.0003
H -24.55127 -15.42849 5.06737 0.0000
H -23.50980 -14.12185 5.50601 0.0000
C -20.23409 -19.48095 14.44103 0.0141
S -21.94881 -18.88431 14.58123 0.0517
O -22.65606 -19.43894 13.35474 -0.5515
C -22.42403 -19.90283 16.05902 0.0147
H -20.06484 -19.54999 13.36646 -0.0009
H -20.09592 -20.47236 14.87243 0.0003
H -19.56471 -18.84438 15.01967 0.0023
H -22.20803 -20.93049 15.76684 -0.0071
H -23.47514 -19.93003 16.34630 0.0026
H -21.79868 -19.65454 16.91657 0.0033
C -19.59691 -16.27716 6.55665 -0.0003
C -19.10393 -17.50655 5.98672 0.0000
N -18.78136 -18.48569 5.49716 0.0000
H -18.82019 -15.54641 6.78205 0.0000
H -20.31435 -16.65442 7.28538 0.0001
H -20.16713 -15.77839 5.77295 0.0000
N -19.44029 -11.81980 10.93882 0.0000
C -19.80435 -11.88925 9.63613 0.0000
C -19.87869 -13.23246 9.14855 -0.0001
C -19.31104 -13.99223 10.19106 -0.0004
C -19.23651 -13.17683 11.27126 -0.0001
H -19.31436 -10.97485 11.47761 0.0000
H -19.88971 -11.05854 8.95128 0.0000
H -20.07969 -13.47350 8.11516 0.0000
H -19.11329 -15.05241 10.13360 0.0006
H -19.06957 -13.45588 12.30115 0.0000
N -24.93246 -16.73136 8.74979 -0.0012
C -26.07079 -16.92600 7.97033 -0.0001
C -26.19889 -15.78781 7.23578 0.0011
C -25.42129 -14.71442 7.81303 -0.0001
C -24.53892 -15.37868 8.63886 0.0027
H -24.52730 -17.45091 9.33132 0.0012
H -26.59251 -17.87162 7.96657 0.0013
H -27.06491 -15.69076 6.59782 0.0000
H -25.36074 -13.67471 7.52713 0.0003
H -23.66539 -14.98342 9.13595 0.0001
N -20.01383 -22.31072 8.37605 -0.0004
C -19.30510 -22.69969 9.49408 -0.0008
C -18.16138 -23.34171 9.04658 0.0001
C -18.14376 -23.24660 7.61529 0.0000
C -19.37076 -22.72013 7.19853 0.0000
H -20.95864 -21.95390 8.36504 -0.0004
H -19.66397 -22.44972 10.48156 0.0002
H -17.37568 -23.77881 9.64494 0.0000
H -17.50640 -23.76317 6.91291 0.0000
H -19.69441 -22.45969 6.20163 0.0000


[3]
14
Properties=species:S:1:pos:R:3:mulliken_charge:R:1 method="wB97M-V/def2-TZVPD" charge=+1 max_force_ev_per_a=1.9 e_tot_ha=-282.94078 orbital_gap_ev="9.36 / 9.44" e_homo_ev="-14.8 / -14.5" relative_energy_ev=6.068 e_lumo_ev="-5.41 / -5.05" multiplicity=1
C -1.79076 -0.51708 0.06380 0.1417
C 0.10688 1.39586 -0.43164 -0.5463
C 1.31679 -0.27198 0.79682 -0.8408
N -2.06325 0.58087 0.54024 -0.3849
N -0.59693 -0.92013 -0.49494 -0.3358
N 0.52410 0.04663 -0.41302 0.0867
H -2.50536 -1.34378 0.07276 0.4193
H -0.35508 1.78598 -1.32035 0.3656
H 0.33576 2.03214 0.39837 0.3305
H 0.71548 -0.05588 1.68037 0.3895
H 1.60045 -1.32388 0.79172 0.3197
H 2.21826 0.33972 0.82731 0.3941
H -0.59576 -1.57778 -1.26436 0.2454
H 1.08942 -0.17069 -1.24709 0.4154


[4]
7
Properties=species:S:1:pos:R:3:mulliken_charge:R:1 method="wB97M-V/def2-TZVPD" max_force_ev_per_a=3.3 e_tot_ha=-245.00627 orbital_gap_ev=10.15 e_homo_ev=-9.4 relative_energy_ev=4.704 e_lumo_ev=0.80 multiplicity=1 smiles=O[C@@H]1NO1
O -0.91572 -0.96371 0.42361 -0.4042
C -0.30810 0.23179 0.40790 0.2949
N 0.64445 0.82596 -0.84477 -0.4450
O 1.05841 0.32805 0.44500 -0.2661
H -0.28858 -1.64059 0.32045 0.3131
H -0.98347 1.00146 0.95077 0.2961
H 0.79302 0.21704 -1.70295 0.2112


[5]
15
Properties=species:S:1:pos:R:3:mulliken_spin:R:1 method="wB97M-V/def2-TZVPD" charge=-1 max_force_ev_per_a=4.6 e_tot_ha=-507.68494 orbital_gap_ev="4.67 / 7.05" e_homo_ev="-0.9 / -4.5" relative_energy_ev=0.549 e_lumo_ev="3.79 / 2.59" multiplicity=3
C 1.60366 1.63028 -0.22859 0.0063
C 0.22777 -1.69741 0.07142 0.1976
C 0.14483 -0.24061 0.49891 -0.0645
N -1.16276 0.08177 0.92207 0.7954
N 0.76073 0.65287 -0.45004 0.0238
N -2.06595 0.40841 0.03336 0.4532
O -1.85396 0.37767 -1.23074 0.1861
O 2.34864 1.81696 0.72316 0.0012
O -3.22877 0.56326 0.44465 0.4639
H 1.52968 2.20325 -1.10300 -0.0009
H -0.56599 -2.30592 0.46386 -0.0403
H 1.08850 -2.09478 0.44470 -0.0015
H 0.25808 -1.96897 -1.05774 -0.0162
H 0.82113 -0.23021 1.69663 0.0031
H 0.09441 0.80343 -1.22864 -0.0071


[6]
15
Properties=species:S:1:pos:R:3:mulliken_charge:R:1 method="wB97M-V/def2-TZVPD" max_force_ev_per_a=2.0 e_tot_ha=-970.76009 orbital_gap_ev=9.28 e_homo_ev=-9.0 relative_energy_ev=1.949 e_lumo_ev=0.24 multiplicity=1 smiles="C=NC.CSS"
C 4.74158 2.22841 -1.29645 -0.2636
N 3.63602 2.82541 -1.38500 -0.3655
C 2.74663 2.71863 -0.21648 -0.6817
H 5.33208 1.90706 -2.17428 0.2420
H 5.31004 2.17036 -0.33763 0.2524
H 3.14926 1.92644 0.40724 0.3263
H 1.77612 2.43996 -0.62111 0.2387
H 2.57678 3.64892 0.29794 0.2512
C -1.03215 -0.99828 1.77461 -0.8597
S -2.62340 -0.82204 0.94653 -0.0411
S -2.23929 -2.24169 -0.64154 -0.2128
H -0.86690 -0.22832 2.61230 0.2660
H -0.17123 -0.99384 1.12753 0.3523
H -0.92140 -1.94983 2.25853 0.3358
H -2.19667 -3.32417 0.15870 0.1597


[7]
14
Properties=species:S:1:pos:R:3:mulliken_spin:R:1 method="wB97M-V/def2-TZVPD" charge=+1 max_force_ev_per_a=10.1 e_tot_ha=-282.81751 orbital_gap_ev="5.41 / 7.45" e_homo_ev="-9.6 / -13.5" relative_energy_ev=4.204 e_lumo_ev="-4.16 / -6.00" multiplicity=3
C -1.93786 0.06399 1.77050 -0.0015
C -1.50853 -0.13712 -0.61218 0.0149
C 1.50105 1.13940 -0.60280 0.8964
N -1.86858 0.23390 0.65164 0.0017
N 1.08368 -0.02021 -0.31487 0.5556
N 1.71761 -0.99146 0.21553 0.4896
H -2.11809 -0.15416 2.76454 -0.0012
H -0.31520 -0.28164 -0.55287 -0.0334
H -2.30764 -0.93983 -0.82318 0.0006
H 2.42976 1.55785 -0.29077 0.0263
H -1.69756 0.66477 -1.37616 0.0000
H 0.75319 1.79875 -0.97228 0.0353
H 1.48292 -1.95952 0.09559 0.0071
H 2.78524 -0.97471 0.04727 0.0087


[8]
16
Properties=species:S:1:pos:R:3:mulliken_charge:R:1 method="wB97M-V/def2-TZVPD" max_force_ev_per_a=4.3 e_tot_ha=-417.11464 orbital_gap_ev=8.52 e_homo_ev=-7.7 relative_energy_ev=3.845 e_lumo_ev=0.77 multiplicity=1 smiles="CN1C=CC(O)(O)N1"
C 0.08070 1.64335 1.59335 -0.9080
N 0.52354 0.67630 0.68756 0.1937
C 0.56237 -0.66670 1.07587 -0.4108
C 0.16687 -1.57219 0.13456 -0.8857
C -0.21054 -0.85219 -1.12605 1.0336
O -1.58456 -0.81109 -1.40021 -0.5794
O 0.44599 -1.20308 -2.25590 -0.4747
N 0.22863 0.72353 -0.67710 -0.6014
H -0.02814 1.40578 2.67589 0.3006
H 0.72534 2.50746 1.59974 0.2909
H -0.90744 1.92518 1.38716 0.3684
H 0.78148 -0.83628 2.14568 0.3590
H 0.02276 -2.61318 0.25021 0.4148
H -1.71413 -0.09183 -2.02077 0.3326
H -0.16186 -1.28919 -2.91193 0.3234
H 1.06897 1.05414 -1.15806 0.2431


[9]
24
Properties=species:S:1:pos:R:3:mulliken_charge:R:1 method="wB97M-V/def2-TZVPD" max_force_ev_per_a=0.9 e_tot_ha=-426.56434 orbital_gap_ev=9.20 e_homo_ev=-8.4 relative_energy_ev=0.230 e_lumo_ev=0.82 multiplicity=1 smiles=Cc1ccc(O)cc1.CC
C -0.97622 -1.40692 -2.98923 -1.4337
C -0.83952 -0.48895 -1.80240 0.4589
C -0.91054 -0.92846 -0.49121 -0.5632
C -0.86833 -0.03764 0.57361 -0.5343
C -0.76045 1.31885 0.31437 0.8342
O -0.76418 2.24944 1.31944 -0.5617
C -0.64379 1.78733 -0.98127 -0.6697
C -0.73845 0.87965 -2.02104 -0.4125
H -0.64432 -2.44509 -2.92946 0.3686
H -0.40299 -1.01015 -3.83182 0.3423
H -2.02097 -1.40514 -3.28505 0.2980
H -0.99742 -1.99078 -0.27495 0.3700
H -0.88099 -0.40121 1.58888 0.4378
H -0.78851 1.83017 2.18238 0.2954
H -0.45916 2.83370 -1.18095 0.4121
H -0.70405 1.26698 -3.03403 0.3228
C 2.02066 -1.07692 2.01589 -0.6314
C 3.18598 -1.45078 2.91581 -1.0482
H 2.13923 -0.19454 1.38070 0.3209
H 1.89574 -1.86587 1.26939 0.2840
H 1.06449 -0.99496 2.52848 0.1984
H 3.01587 -2.44701 3.33136 0.2836
H 3.31817 -0.76511 3.75660 0.3119
H 4.11033 -1.52278 2.34783 0.3159


[10]
5
Properties=species:S:1:pos:R:3:mulliken_charge:R:1 method="wB97M-V/def2-TZVPD" max_force_ev_per_a=11.4 e_tot_ha=-301.86767 orbital_gap_ev=12.91 e_homo_ev=-12.9 relative_energy_ev=2.606 e_lumo_ev=0.04 multiplicity=1
C 3.06257 -0.14940 0.62156 0.1537
C -2.18549 0.24783 -0.09194 0.8299
O -2.62888 1.45987 -0.49849 -0.4143
O -1.72111 -0.92916 0.31594 -0.4158
O 3.47291 -0.62914 -0.34707 -0.1534


[11]
19
Properties=species:S:1:pos:R:3:mulliken_charge:R:1 method="wB97M-V/def2-TZVPD" max_force_ev_per_a=0.2 e_tot_ha=-310.90566 orbital_gap_ev=8.60 e_homo_ev=-7.6 relative_energy_ev=4.180 e_lumo_ev=1.01 multiplicity=1
C -1.53233 1.22125 0.77797 -1.3606
C -0.14593 1.06624 0.18635 0.2152
C 0.78726 0.15120 0.97016 -0.8622
C 1.83128 -0.51387 0.04579 -0.5042
O 1.48097 -0.19948 -1.30712 -0.2401
C 0.15635 -0.18609 -1.58465 -0.3834
C -0.62374 -1.40663 -1.15179 -1.0213
H -1.48302 1.66915 1.77835 0.3651
H -2.16583 1.86317 0.15737 0.3633
H -2.02404 0.24602 0.87843 0.3421
H 0.33703 2.03436 -0.00032 0.4538
H 0.19117 -0.61065 1.48574 0.2893
H 1.29893 0.72690 1.75072 0.4268
H 1.87403 -1.59812 0.20704 0.2623
H 2.83695 -0.10968 0.18650 0.3769
H -0.31118 0.87014 -1.09082 0.3330
H -0.36492 -1.88028 -0.19293 0.3265
H -1.69636 -1.19041 -1.16053 0.2970
H -0.44662 -2.15320 -1.93625 0.3205


[12]
11
Properties=species:S:1:pos:R:3:mulliken_charge:R:1 method="wB97M-V/def2-TZVPD" max_force_ev_per_a=5.4 e_tot_ha=-430.81164 orbital_gap_ev=10.00 e_homo_ev=-9.9 relative_energy_ev=2.975 e_lumo_ev=0.11 multiplicity=1 smiles="O=C(O)c1cnn[nH]1"
O 1.66375 1.35088 -0.11662 -0.5170
C 1.34655 0.14892 -0.08317 0.4218
O 2.09846 -1.00729 0.09236 -0.4632
C -0.16663 -0.02244 -0.22425 0.1541
C -0.98233 1.07516 0.05736 0.1168
N -2.23324 0.71729 0.10509 -0.3168
N -2.21925 -0.59568 0.03668 -0.5111
N -0.97400 -1.07663 -0.23543 0.1148
H 2.95890 -0.68338 0.50211 0.3829
H -0.62724 2.19015 -0.11667 0.3168
H -0.86497 -2.09697 -0.01746 0.3009